{
  "formula": "C46H96N2O26P2S7",
  "method": "ωB97M-V/def2-TZVPD",
  "symbols": ["N", "H", "H", "H", "H", "N", "H", "H", "H", "H", "C", "C", "C", "O", "C", "C", "C", "O", "O", "O", "H", "H", "C", "C", "C", "S", "O", "O", "C", "H", "H", "H", "H", "H", "H", "H", "H", "C", "C", "C", "S", "O", "O", "C", "H", "H", "H", "H", "H", "H", "H", "H", "C", "C", "C", "S", "O", "O", "C", "H", "H", "H", "H", "H", "H", "H", "H", "C", "C", "C", "S", "O", "O", "C", "H", "H", "H", "H", "H", "H", "H", "H", "C", "C", "C", "S", "O", "O", "C", "H", "H", "H", "H", "H", "H", "H", "H", "C", "C", "C", "S", "O", "O", "C", "H", "H", "H", "H", "H", "H", "H", "H", "C", "C", "C", "S", "O", "O", "C", "H", "H", "H", "H", "H", "H", "H", "H", "C", "C", "O", "P", "O", "O", "C", "C", "O", "C", "C", "H", "H", "H", "H", "H", "H", "H", "H", "H", "H", "H", "H", "H", "H", "H", "C", "C", "O", "P", "O", "O", "C", "C", "O", "C", "C", "H", "H", "H", "H", "H", "H", "H", "H", "H", "H", "H", "H", "H", "H", "H"],
  "xyz": [[-3.51774, 2.55089, 8.15065], [-2.83986, 2.40868, 7.41556], [-4.10332, 3.33061, 7.88754], [-3.16184, 2.68059, 9.08692], [-4.15176, 1.76618, 8.10215], [2.10354, 1.85123, -4.71445], [2.78029, 2.51157, -4.35941], [1.73185, 1.38503, -3.89922], [2.46178, 1.16108, -5.35902], [1.40628, 2.28895, -5.29955], [-2.19659, 0.06756, 1.06953], [-1.13540, 0.36056, 0.12644], [0.26032, 0.79813, 0.71989], [1.15112, 0.85769, -0.09904], [0.31605, 1.06529, 2.16329], [-0.75184, 0.86208, 2.99917], [-2.09155, 0.29785, 2.43031], [-3.13933, 0.01679, 3.12378], [-0.48475, 1.12819, 4.25071], [-1.32066, 0.43112, -1.10269], [-3.01112, -0.49908, 0.64307], [1.24711, 1.44760, 2.55492], [2.06004, 6.50462, 7.50431], [1.64173, 7.92023, 7.90071], [0.80638, 7.90329, 9.24964], [1.24164, 6.29216, 10.08243], [0.15061, 5.35147, 9.91661], [1.93871, 6.41461, 11.37839], [2.56561, 5.88778, 8.83363], [2.82240, 6.57805, 6.72874], [1.23825, 5.85737, 7.19800], [1.06160, 8.38777, 7.10512], [2.52270, 8.52672, 8.11085], [-0.27268, 8.02690, 9.34160], [1.37853, 8.53820, 9.92613], [2.74243, 4.81311, 8.78959], [3.47453, 6.44942, 9.04933], [-2.21623, 5.97256, 0.92680], [-3.55746, 5.76167, 0.42088], [-4.62195, 5.79530, 1.50059], [-3.94054, 6.85001, 2.84020], [-3.89258, 6.09819, 4.07192], [-4.54789, 8.16222, 2.69523], [-2.24257, 6.98455, 2.05852], [-1.51413, 6.31422, 0.16626], [-1.87576, 5.02873, 1.35268], [-3.38591, 4.78013, -0.02100], [-3.84513, 6.52383, -0.30331], [-4.56027, 4.82397, 1.99131], [-5.65588, 5.98162, 1.21014], [-1.49888, 6.98666, 2.85541], [-2.23740, 8.01672, 1.70824], [-4.76771, -7.21427, -1.42100], [-4.78425, -5.76591, -1.07845], [-5.34459, -5.59947, 0.35443], [-6.48317, -7.06851, 0.65923], [-7.89347, -6.68412, 0.61056], [-5.99229, -7.84101, 1.80532], [-6.10320, -7.88411, -0.94107], [-3.94543, -7.83530, -1.06565], [-4.80338, -7.24905, -2.50986], [-5.44519, -5.26928, -1.78882], [-3.80378, -5.30197, -1.18593], [-5.91003, -4.68329, 0.52474], [-4.62360, -5.55117, 1.17048], [-6.96486, -7.73677, -1.59217], [-6.07114, -8.96755, -0.82609], [-5.23622, 2.66235, -6.95382], [-5.54916, 3.85703, -7.86218], [-4.17801, 4.58440, -7.96255], [-3.37797, 4.55096, -6.29499], [-3.49337, 5.82122, -5.60566], [-2.07886, 3.90312, -6.45209], [-4.63921, 3.28575, -5.66788], [-4.39616, 2.07905, -7.33088], [-6.04515, 1.93192, -6.93957], [-6.39910, 4.41393, -7.46779], [-5.79928, 3.56739, -8.88279], [-4.27405, 5.60499, -8.33304], [-3.49227, 3.94198, -8.51497], [-5.39219, 3.91467, -5.19292], [-4.14049, 2.65335, -4.93341], [6.36995, -0.57950, 4.78376], [5.32510, -0.52182, 5.91780], [6.03737, -1.17225, 7.20565], [7.82633, -0.76736, 7.06379], [8.58447, -1.98724, 6.93023], [8.16771, 0.22224, 8.10415], [7.67240, 0.07223, 5.33520], [6.00287, 0.00200, 3.93806], [6.52340, -1.60327, 4.44251], [4.37469, -1.04384, 5.80670], [5.15588, 0.54446, 6.06779], [5.95839, -2.25906, 7.17916], [5.59458, -0.85896, 8.15110], [8.61103, -0.05026, 4.79476], [7.46877, 1.13018, 5.50072], [-0.97170, -4.55745, -6.52110], [0.54738, -4.36491, -6.64611], [0.76201, -3.70038, -7.97823], [-0.59560, -2.48934, -8.06504], [-1.41318, -2.57315, -9.28766], [-0.08807, -1.21683, -7.58214], [-1.57666, -3.17992, -6.63864], [-1.33382, -4.96951, -5.57920], [-1.20595, -5.22510, -7.35025], [1.10592, -5.30090, -6.63817], [0.86467, -3.68620, -5.85441], [0.47297, -4.47968, -8.68339], [1.71286, -3.24440, -8.25405], [-2.57178, -3.10979, -7.07788], [-1.41883, -2.57412, -5.74634], [-10.49782, -0.48683, 0.82793], [-11.78809, 0.32841, 1.03861], [-12.03855, 1.04574, -0.27591], [-10.34240, 1.60800, -0.79940], [-9.96218, 2.90666, -0.14309], [-10.06415, 1.50429, -2.23180], [-9.42719, 0.28825, 0.08630], [-10.81559, -1.36779, 0.27023], [-10.19311, -0.91852, 1.78129], [-11.51597, 1.09898, 1.75990], [-12.64064, -0.16435, 1.50599], [-12.64770, 1.94782, -0.21858], [-12.36129, 0.33379, -1.03557], [-8.69145, 0.66986, 0.79423], [-8.85584, -0.28779, -0.64160], [8.64334, 5.77645, -3.88539], [9.22468, 4.67303, -2.99290], [8.42165, 4.60399, -1.85521], [7.20141, 3.55341, -1.76714], [6.07800, 3.71333, -2.80247], [6.77865, 3.55101, -0.20092], [6.38214, 4.78888, 0.32339], [4.95298, 5.21415, 0.02979], [7.99154, 2.12861, -1.83810], [7.29086, 0.91161, -1.81344], [8.24347, -0.07290, -1.09191], [7.67017, 5.48560, -4.28091], [8.35363, 6.68745, -3.36171], [9.27826, 6.14181, -4.69255], [9.42045, 3.74603, -3.53181], [10.17222, 5.05110, -2.60904], [6.54491, 4.71980, 1.39895], [7.03710, 5.60400, 0.01564], [4.71061, 6.12956, 0.56960], [4.72864, 5.48969, -1.00067], [4.24897, 4.45836, 0.37798], [6.38301, 0.99909, -1.21657], [7.13632, 0.66149, -2.86304], [8.44126, 0.14511, -0.04241], [7.86659, -1.09412, -1.14818], [9.15180, -0.20967, -1.67872], [2.19899, -5.46623, 0.67421], [1.94983, -5.57754, -0.83839], [1.73130, -6.92008, -1.24253], [2.85626, -7.98905, -1.75435], [3.85379, -7.46425, -2.74561], [1.92596, -9.24091, -2.16065], [2.21508, -9.96271, -3.38290], [3.21084, -11.03455, -2.99209], [3.62566, -8.48822, -0.49587], [2.88172, -8.84430, 0.68092], [3.28498, -10.20498, 1.26958], [2.44785, -4.49384, 1.09921], [1.35762, -5.87069, 1.23688], [3.06831, -6.07848, 0.91408], [1.02560, -5.06100, -1.09739], [2.76796, -5.18141, -1.43991], [1.31053, -10.36485, -3.83915], [2.62038, -9.28990, -4.13865], [2.89314, -11.59888, -2.11535], [3.23232, -11.75777, -3.80731], [4.22540, -10.64770, -2.89650], [2.96610, -8.11473, 1.48636], [1.81767, -8.85102, 0.44461], [4.30764, -10.27934, 1.63936], [2.58255, -10.43427, 2.07090], [3.26304, -11.02376, 0.55041]],
  "atomic_forces_ev_per_a": [[-1.1, -0.1, -0.5], [1.0, 0.0, -0.3], [0.0, 0.8, -0.1], [0.5, 0.0, 0.2], [-0.1, -0.8, 0.2], [-0.1, -0.3, -0.4], [0.6, 0.4, -0.2], [-0.9, -0.4, 0.5], [0.9, -0.5, 0.1], [-0.8, 0.7, 0.4], [2.4, -0.1, -2.0], [-1.3, 0.9, 1.1], [-2.1, -0.3, 1.8], [2.1, 0.5, -0.9], [0.4, -0.3, -3.8], [1.0, 0.7, 3.1], [-2.4, -0.8, 1.1], [2.1, 0.8, 0.4], [-2.2, -0.7, -1.4], [0.5, -0.5, 0.1], [-0.5, 0.3, 0.2], [0.1, 0.0, 0.2], [-0.2, -0.5, 1.3], [-1.6, -0.1, 0.5], [1.9, -0.8, 0.9], [2.4, -0.5, -0.5], [0.0, 0.3, 0.2], [-1.6, 0.3, -1.7], [-0.3, 0.7, -0.8], [0.0, -0.4, 0.1], [-0.2, 0.4, -0.5], [0.1, 0.1, 0.1], [0.0, 0.0, -0.2], [0.2, 0.1, -0.5], [-0.7, 0.6, 0.1], [-0.1, 0.1, 0.2], [0.0, -0.3, 0.8], [2.4, 0.7, 2.4], [-1.8, 0.1, -1.8], [1.0, -1.4, 1.4], [0.5, 0.3, -2.5], [-0.2, 0.5, 0.2], [0.0, -0.4, 0.9], [-0.9, 1.1, 0.9], [0.0, -0.3, -0.1], [0.4, -0.1, -0.1], [-1.4, 0.0, -0.6], [0.2, -0.2, -0.4], [-0.4, -0.2, 0.1], [0.3, 0.4, 0.1], [0.0, -0.7, -0.1], [-0.2, 0.0, -0.3], [-1.4, -1.9, -0.9], [-0.3, 0.9, 1.3], [-0.5, -0.1, 0.3], [0.0, 0.0, 0.1], [1.2, -0.1, 0.2], [-0.4, 0.8, -1.4], [0.5, 0.3, 0.4], [0.2, 0.5, 0.1], [0.4, -0.4, -0.1], [-0.1, 0.1, 0.1], [0.0, 0.0, 0.1], [-0.4, -0.2, -0.4], [0.3, -0.6, -0.2], [0.1, 0.6, 0.0], [0.4, 0.1, 0.4], [1.1, -0.1, 0.0], [1.3, -0.4, -0.2], [-0.5, 0.3, 0.8], [-1.3, -1.1, -0.6], [0.1, -0.7, -0.3], [-0.6, 0.5, 0.3], [-0.2, 0.9, -0.1], [0.0, 0.0, -0.7], [-0.2, 0.3, 0.9], [0.3, 0.4, 0.1], [-0.2, -0.2, 0.1], [0.4, -0.1, 0.0], [-0.1, 0.4, -0.4], [0.1, 0.0, 0.3], [-0.1, -0.1, -0.2], [0.1, 0.0, 0.0], [1.6, -0.5, 1.5], [-0.4, 0.5, -1.2], [-0.8, 2.0, 0.2], [0.0, 0.2, 0.0], [-0.3, -1.3, -1.5], [-0.9, -1.0, 1.4], [0.1, -0.1, -0.1], [0.2, 0.0, 0.0], [0.2, 0.1, -0.6], [-0.3, -0.1, 0.4], [0.1, 0.0, -0.3], [0.4, 0.4, -0.1], [-0.2, -0.3, 0.0], [0.2, 0.0, 0.3], [0.1, -0.3, 0.3], [0.2, 0.4, 1.0], [-1.2, -0.3, -1.1], [-1.3, 0.5, 0.6], [1.5, 0.0, 1.5], [0.3, 0.1, -0.7], [0.5, 0.2, -2.2], [0.5, -0.4, -0.1], [-0.7, 0.0, 0.1], [0.0, 0.1, 0.4], [0.4, -0.3, 0.3], [0.3, 0.2, -0.6], [-0.2, 0.0, 0.3], [-0.2, -0.2, 0.6], [-0.1, 0.1, -0.2], [-1.3, -1.8, 0.3], [1.3, 1.6, 0.4], [0.6, 0.1, -0.4], [2.3, 2.1, 0.8], [-1.5, -2.7, -1.1], [-1.0, -0.2, 1.2], [-0.2, 0.0, 0.2], [0.2, -0.1, -0.4], [0.4, 0.3, 0.0], [-0.1, 0.3, 0.2], [0.1, -0.4, -0.6], [-0.1, -0.2, -0.1], [-0.1, 0.3, -0.2], [-0.2, 0.7, -0.2], [-0.4, 0.0, -0.1], [-0.7, 0.2, -0.5], [1.0, 2.3, -1.2], [-2.0, -1.8, 1.5], [-1.1, -1.3, -1.4], [2.7, -0.3, 2.5], [0.7, -0.3, -2.3], [-0.6, 1.9, 1.0], [-0.5, 0.0, 0.2], [-0.2, 3.1, 0.1], [0.8, -1.2, 1.0], [-0.5, -0.8, -1.2], [0.1, -0.4, -0.4], [0.5, -0.1, 0.7], [0.2, -0.5, -0.1], [-0.4, -0.2, 0.3], [0.2, -0.3, -0.1], [-0.2, -0.2, 0.0], [0.3, -0.2, -0.3], [0.3, 0.0, 0.4], [0.3, -0.5, -0.2], [-0.1, -0.1, -0.2], [-0.3, 0.0, -0.4], [-0.5, -0.5, 0.2], [0.0, 0.3, -0.3], [-0.6, 0.0, 0.2], [0.3, 0.6, 0.2], [0.5, -0.7, -0.1], [0.2, 0.9, 0.5], [0.5, -2.3, -0.5], [0.2, 1.9, -1.7], [-1.9, -0.9, 1.1], [-0.2, 1.4, -0.3], [0.8, 0.0, 0.4], [-0.1, -0.6, -1.1], [0.3, -0.2, 1.5], [-0.4, -1.1, 0.7], [0.2, -0.1, -0.6], [-0.3, 0.3, -0.6], [-0.1, 0.0, -0.1], [0.1, -0.1, 0.0], [0.1, 0.1, -0.1], [0.1, 0.2, 0.1], [-0.3, 0.0, 0.7], [0.2, 0.1, 0.2], [0.0, 0.3, 0.1], [0.2, -0.2, -0.1], [-0.1, 0.1, 0.3], [0.5, 0.3, -0.4], [0.0, -0.2, -0.1], [0.0, 0.6, 0.3], [0.1, 0.0, 0.1], [-0.5, 0.1, -0.3]],
  "mulliken_charge": [-0.50, 0.37, 0.37, 0.37, 0.38, -0.43, 0.33, 0.36, 0.39, 0.34, -0.56, 0.52, 0.48, -0.74, -0.88, 0.56, 0.43, -0.85, -0.85, -0.77, 0.34, 0.36, -0.55, -0.65, -0.60, 1.03, -0.62, -0.64, -0.72, 0.31, 0.33, 0.31, 0.33, 0.44, 0.28, 0.40, 0.34, -0.59, -0.53, -0.72, 1.08, -0.62, -0.65, -0.79, 0.31, 0.34, 0.33, 0.31, 0.34, 0.43, 0.44, 0.33, -0.57, -0.56, -0.70, 1.07, -0.64, -0.63, -0.71, 0.31, 0.29, 0.27, 0.36, 0.38, 0.37, 0.36, 0.40, -0.56, -0.57, -0.76, 1.05, -0.63, -0.62, -0.73, 0.29, 0.32, 0.31, 0.31, 0.40, 0.38, 0.34, 0.46, -0.58, -0.61, -0.66, 1.06, -0.62, -0.64, -0.70, 0.34, 0.31, 0.34, 0.28, 0.36, 0.38, 0.41, 0.33, -0.63, -0.54, -0.65, 1.05, -0.65, -0.63, -0.67, 0.33, 0.31, 0.31, 0.30, 0.35, 0.39, 0.37, 0.35, -0.76, -0.59, -0.69, 1.07, -0.64, -0.66, -0.51, 0.30, 0.37, 0.30, 0.37, 0.41, 0.34, 0.34, 0.34, -1.14, -0.17, -0.36, 0.90, -0.69, -0.19, -0.25, -1.07, -0.29, -0.15, -1.23, 0.29, 0.30, 0.39, 0.26, 0.28, 0.34, 0.25, 0.42, 0.25, 0.29, 0.31, 0.24, 0.29, 0.41, 0.31, -0.94, -0.26, -0.17, 0.76, -0.77, -0.27, -0.30, -1.01, -0.29, -0.04, -1.27, 0.42, 0.27, 0.17, 0.28, 0.31, 0.34, 0.31, 0.21, 0.42, 0.29, 0.26, 0.33, 0.34, 0.36, 0.26],
  "de_lowest_kcal_mol": 251.5,
  "orbital_gap_ev": 2.809,
  "spin_multiplicity": 1
}